1.
ORCA calculation (ωB97M-V/def2-TZVPD) on an isolated molecule of C6H9NO at a distorted geometry.

Bonds (Å) are listed after each position.
Geometry (Å):
1 C 0.47 -0.02 -0.46  C3 1.521, C4 1.518, C5 1.837, H9 1.093
2 C -0.81 -0.45 1.35  C5 1.456, H10 1.088, H11 1.083
3 C 1.84 -0.13 0.17  C1 1.521, H12 1.092, H14 1.091, H15 1.088
4 C 0.01 1.41 -0.70  C1 1.518, H13 1.091, H16 1.093, H17 1.089
5 C -0.81 -1.21 0.10  C1 1.837, C2 1.456, C6 1.516, O7 1.252
6 C -2.14 -0.72 -0.44  C5 1.516, N8 1.153
7 O -0.44 -2.39 -0.06  C5 1.252
8 N -3.18 -0.45 -0.85  C6 1.153
9 H 0.54 -0.50 -1.44  C1 1.093
10 H -0.67 -1.02 2.26  C2 1.088
11 H -1.16 0.57 1.47  C2 1.083
12 H 2.58 0.29 -0.51  C3 1.092
13 H 0.05 2.01 0.21  C4 1.091
14 H 1.91 0.46 1.09  C3 1.091
15 H 2.09 -1.17 0.37  C3 1.088
16 H 0.70 1.87 -1.41  C4 1.093
17 H -0.98 1.46 -1.15  C4 1.089

Output
HOMO energy (alpha / beta)   -9.15 / -9.24 eV
Relative energy (zero: lowest compared OMol25 entry of this formula, charge and spin)   465.03 kJ/mol
Total charge   0
Gap between HOMO and LUMO (alpha / beta)   7.389 / 7.714 eV



2.
ORCA calculation (ωB97M-V/def2-TZVPD) on an isolated molecule of C4H3N at a distorted geometry.

Bonds (Å) are listed after each position.
Geometry (Å):
1 C -1.51 0.24 -0.05  C2 1.458, H6 1.091, H7 1.092, H8 1.092
2 C -0.06 0.09 -0.01  C1 1.458, C3 1.207
3 C 1.13 -0.10 0.02  C2 1.207, C4 1.385
4 C 2.49 -0.38 0.09  C3 1.385, N5 1.160
5 N 3.61 -0.65 0.15  C4 1.160
6 H -1.81 1.28 -0.22  C1 1.091
7 H -1.95 -0.10 0.88  C1 1.092
8 H -1.91 -0.37 -0.87  C1 1.092

Output
HOMO energy   -10.54 eV
Relative energy (zero: lowest compared OMol25 entry of this formula, charge and spin)   0.00 kJ/mol
Total charge   0
Gap between HOMO and LUMO   11.208 eV
Structure (SMILES)   CC#CC#N